Below is a structure of composition C19H14N2O4Sr, with properties calculated with the ωB97M-V functional and the def2-TZVPD basis.

Geometry as ORCA input:
```
! RIJCOSX wB97M-V def2-TZVPD def2/J DEFGRID3
* xyz 0 1
Sr 0.86285 0.91249 -1.38500
O 0.01191 2.12370 3.15508
C 0.50067 2.06699 1.91955
O -0.17483 2.26064 0.93190
C 1.95659 1.74061 1.86666
C 2.76202 1.64795 2.98516
C 4.10209 1.32050 2.79279
C 4.56901 1.10563 1.51041
C 3.68067 1.21418 0.44313
N 2.40525 1.52431 0.63135
C 4.12212 0.95298 -1.01193
O 5.32163 0.88225 -1.21227
O 3.14960 0.85834 -1.83248
H -0.94133 2.28462 3.09322
H 2.35112 1.81845 3.96928
H 4.76910 1.23249 3.64002
H 5.59691 0.85265 1.29280
N -1.83152 1.29609 -1.40420
C -2.23025 0.16539 -2.16983
C -2.69008 0.35207 -3.47022
C -3.05470 -0.73271 -4.25092
C -2.96005 -2.01545 -3.73441
C -2.49380 -2.20156 -2.44136
C -2.11296 -1.12874 -1.63934
C -1.58391 -1.36463 -0.26188
C -2.37423 -2.08934 0.63668
C -1.90096 -2.38426 1.90449
C -0.62826 -1.96705 2.26597
C 0.14674 -1.24568 1.36060
C -0.29494 -0.90551 0.07201
H -2.37639 2.12020 -1.61949
H -1.85832 1.11051 -0.40616
H -2.77537 1.35942 -3.86464
H -3.41337 -0.57358 -5.25934
H -3.24050 -2.86792 -4.33886
H -2.40355 -3.20209 -2.03717
H -3.36494 -2.41949 0.33889
H -2.51600 -2.94132 2.60051
H -0.23471 -2.20619 3.24833
H 1.14669 -0.95693 1.68068
*
```

* energy above the lowest of the compared OMol25 structures with the same formula, charge and spin: 0.0 kJ/mol
* HOMO energy: -7.679 eV
* LUMO: -0.44 eV


Below is a cluster of 8 separate species, C22H63N3O8 in total at a distorted geometry, with properties calculated with the ωB97M-V functional and the def2-TZVPD basis.

Geometry as ORCA input:
```
! RIJCOSX wB97M-V def2-TZVPD def2/J DEFGRID3
* xyz 0 1
C -9.53158 -3.97490 -19.22877
O -10.54984 -4.41091 -20.09164
C -11.30350 -5.47935 -19.57557
C -12.70834 -5.36471 -20.12961
C -13.46301 -4.15802 -19.63760
N -13.46320 -6.61096 -19.84566
H -9.15490 -3.01544 -19.58699
H -8.69179 -4.66666 -19.10757
H -9.93783 -3.74857 -18.23288
H -10.88787 -6.44243 -19.90025
H -11.39815 -5.43869 -18.48249
H -12.62178 -5.30234 -21.22556
H -13.57604 -4.15655 -18.54779
H -14.45941 -4.11404 -20.07903
H -12.91832 -3.24718 -19.88940
H -13.19166 -7.29475 -20.54575
H -14.45063 -6.43542 -20.00472
C -5.98864 -7.58370 -21.96603
O -7.29900 -7.13850 -22.23356
C -7.52685 -5.80487 -21.83840
C -6.97735 -4.76583 -22.80592
C -7.24739 -3.33049 -22.38662
N -7.42219 -4.95004 -24.20566
H -5.22162 -6.86139 -22.24099
H -5.81656 -8.51613 -22.50388
H -5.89796 -7.84281 -20.90173
H -8.58799 -5.69665 -21.60823
H -6.99785 -5.60029 -20.88841
H -5.89290 -4.89669 -22.87686
H -7.19040 -3.17012 -21.30793
H -8.22386 -3.00561 -22.75182
H -6.50933 -2.67017 -22.84152
H -7.09974 -5.85378 -24.53665
H -8.43733 -5.01838 -24.23398
C -16.05796 -2.07938 -20.35803
O -17.40103 -1.67788 -20.50308
C -18.29295 -2.73890 -20.74860
C -18.41882 -3.79470 -19.63666
C -18.18900 -5.19893 -20.14414
N -19.68877 -3.73226 -18.88515
H -15.46497 -1.17054 -20.41963
H -15.73735 -2.81279 -21.10706
H -15.86792 -2.53969 -19.37745
H -19.26765 -2.30562 -20.99183
H -18.02835 -3.22990 -21.70580
H -17.63655 -3.56142 -18.90877
H -18.51940 -5.94056 -19.42013
H -17.13917 -5.40145 -20.37790
H -18.66355 -5.39083 -21.11436
H -19.84232 -2.76394 -18.61326
H -20.45007 -3.92620 -19.53389
C -18.00116 -9.18849 -18.15539
C -17.04203 -8.19811 -17.55757
O -16.10398 -7.81333 -18.58659
H -17.51678 -10.14782 -18.33856
H -18.39584 -8.83040 -19.10841
H -18.86059 -9.36955 -17.50597
H -16.42597 -8.67196 -16.78855
H -17.51844 -7.28015 -17.20569
H -15.33765 -7.43244 -18.14328
C -11.54434 -1.99422 -22.13705
C -12.89512 -2.32036 -22.76928
O -13.81052 -1.25126 -22.65249
H -11.05955 -1.16573 -22.67178
H -10.82582 -2.81167 -22.19270
H -11.66855 -1.63695 -21.11283
H -13.32821 -3.20812 -22.31596
H -12.69188 -2.54487 -23.82557
H -13.44335 -0.49816 -23.12466
C -16.39766 -2.91523 -16.63112
C -15.93106 -4.33772 -16.83599
O -14.59340 -4.44687 -16.36916
H -16.34049 -2.58971 -15.59666
H -17.41019 -2.82287 -17.03475
H -15.77931 -2.25156 -17.24164
H -15.96578 -4.57684 -17.90647
H -16.57949 -5.04102 -16.30114
H -14.19788 -5.24246 -16.74746
C -13.39867 -7.12882 -14.71953
C -12.72030 -7.12675 -16.07098
O -13.71220 -7.11968 -17.09779
H -13.85859 -8.10123 -14.53266
H -14.16348 -6.35391 -14.67745
H -12.69380 -6.95581 -13.90586
H -12.06294 -8.00181 -16.14072
H -12.07004 -6.25008 -16.19542
H -13.27341 -7.11638 -17.97357
C -10.61884 -6.94197 -23.32615
C -11.23979 -8.29041 -23.00712
O -12.64037 -8.09182 -22.76589
H -10.77514 -6.29530 -22.45995
H -11.03110 -6.48820 -24.22576
H -9.54888 -7.10331 -23.47024
H -10.75214 -8.66986 -22.10585
H -11.11684 -8.95094 -23.86797
H -13.09779 -8.92443 -22.91232
*
```

* energy above the lowest of the compared OMol25 structures with the same formula, charge and spin: 0.0 kJ/mol
* HOMO energy: -8.899 eV
* LUMO: 0.60 eV


Below is a structure of composition C29H55N8O6PS2 at a distorted geometry, with properties calculated with the ωB97M-V functional and the def2-TZVPD basis.

Geometry as ORCA input:
```
! RIJCOSX wB97M-V def2-TZVPD def2/J DEFGRID3
* xyz 0 1
N 3.65434 -0.55474 5.02489
P 2.10445 -0.66192 4.33869
O 2.40969 -1.17998 2.80791
O 1.67196 1.03462 4.14166
S 0.29722 1.24169 3.34215
O 0.30215 2.62405 2.95458
O -0.89337 1.17265 4.50698
C -1.03150 -0.11591 5.06266
S -2.68683 -0.36134 5.72666
O -3.62589 0.52432 5.10958
O -2.57483 -0.31968 7.15803
H 3.85889 -1.50310 5.33540
H 3.61388 -0.00463 5.87974
H 1.73052 -1.84753 2.65237
H -0.83848 -0.89372 4.30922
H -0.30394 -0.25442 5.86401
H -2.99377 -1.62993 5.34225
C -0.21983 -3.44615 8.98446
C -0.42050 -4.63434 8.04953
C 0.76836 -4.87156 7.11059
C 0.99474 -3.70515 6.25813
N 1.16910 -2.76703 5.61270
H -0.12091 -2.51022 8.43182
H -1.07457 -3.33777 9.65100
H 0.67342 -3.57792 9.59848
H -1.32676 -4.47375 7.45983
H -0.57759 -5.53655 8.63806
H 0.58070 -5.73716 6.47415
H 1.67642 -5.06557 7.68360
C 1.73042 0.65408 -0.50427
C 2.94636 -0.15100 -0.94005
C 2.74256 -0.84157 -2.29406
C 1.61989 -1.78049 -2.23725
N 0.73897 -2.51635 -2.19273
H 0.85534 0.01671 -0.36148
H 1.92552 1.15481 0.44492
H 1.48257 1.41766 -1.24548
H 3.17708 -0.89701 -0.17684
H 3.81076 0.51110 -1.01021
H 3.63892 -1.39401 -2.57828
H 2.54085 -0.10151 -3.07200
C 2.00834 0.01809 -6.55432
C 0.58258 0.21542 -6.05192
C 0.21106 1.69400 -5.88552
C 1.09336 2.32755 -4.90448
N 1.78031 2.82628 -4.12873
H 2.74077 0.41121 -5.84603
H 2.22140 -1.04272 -6.68843
H 2.15816 0.51713 -7.51345
H 0.46143 -0.30233 -5.09751
H -0.11394 -0.24167 -6.75559
H -0.81812 1.78062 -5.53416
H 0.29705 2.21647 -6.83793
C -1.57553 2.40078 -0.54556
C -1.22678 3.31642 -1.70823
C -2.30880 3.37362 -2.79132
C -2.55893 2.04725 -3.36387
N -2.77825 1.00787 -3.79619
H -1.68318 1.36762 -0.88229
H -0.77470 2.42922 0.19379
H -2.50361 2.69696 -0.05252
H -0.28971 2.97568 -2.15339
H -1.05572 4.32846 -1.33759
H -1.99240 4.04693 -3.58981
H -3.25070 3.74829 -2.38651
C -4.20588 2.38960 -7.81039
C -3.78376 3.77928 -8.27490
C -2.83649 3.74480 -9.48184
C -1.60635 3.02307 -9.15573
N -0.64748 2.44587 -8.89936
H -3.35035 1.80234 -7.47358
H -4.89919 2.46124 -6.97299
H -4.70213 1.84125 -8.61332
H -3.30051 4.30355 -7.44792
H -4.67054 4.35517 -8.54433
H -2.57202 4.75773 -9.78699
H -3.31427 3.25152 -10.32971
C 4.28995 4.79950 -3.48273
C 4.72794 6.19120 -3.92411
C 5.68594 6.16207 -5.12123
C 6.91187 5.42877 -4.79831
N 7.87232 4.85255 -4.54511
H 5.14067 4.20436 -3.14543
H 3.58783 4.86481 -2.65264
H 3.79807 4.26535 -4.29259
H 5.20707 6.70339 -3.08707
H 3.84712 6.77664 -4.19482
H 5.96032 7.17646 -5.41345
H 5.20954 5.68145 -5.97736
C -4.59018 -8.78133 8.21249
C -4.52425 -7.31027 7.81913
C -3.56241 -7.04830 6.65330
C -2.19658 -7.44544 7.00073
N -1.12657 -7.76176 7.27317
H -3.62303 -9.14485 8.56246
H -5.30546 -8.92680 9.02143
H -4.90360 -9.40006 7.36965
H -4.21822 -6.71893 8.68422
H -5.51981 -6.96748 7.53361
H -3.55819 -5.98793 6.39689
H -3.87178 -7.60764 5.76899
*
```

* HOMO energy: -8.307 eV
* LUMO: -0.11 eV


Below is a cluster of 2 separate species, C4H15N2O in total at a distorted geometry, with properties calculated with the ωB97M-V functional and the def2-TZVPD basis.

Geometry as ORCA input:
```
! RIJCOSX wB97M-V def2-TZVPD def2/J DEFGRID3
* xyz 1 1
C -0.47665 0.76579 0.16213
N -0.07427 1.53889 -1.04440
C 0.23219 -0.55438 0.14389
N 1.70993 -0.11601 -0.30498
C 0.05750 -2.90145 1.07759
C 0.27067 -1.43226 1.45049
H -0.18283 1.39093 1.02539
H -1.54637 0.59570 0.23394
H -0.19067 2.48002 -0.68807
H -0.54947 1.25734 -1.88653
H -0.27581 -1.18239 -0.61458
H 2.39640 0.05888 0.46231
H 1.37159 0.79371 -0.86919
H 2.26477 -0.69944 -0.94823
H 0.43930 -3.62811 1.80215
H -0.99256 -3.10985 0.93544
H 0.62720 -3.17394 0.16998
H 1.26962 -1.24829 1.84842
H -0.48078 -1.09910 2.15432
H -2.01502 4.19168 -1.81185
H -2.13676 2.69285 -1.91735
O -1.71800 3.37942 -1.38087
*
```

* energy above the lowest of the compared OMol25 structures with the same formula, charge and spin: 143.5 kJ/mol
* HOMO energy: -14.349 eV
* LUMO: -2.91 eV


Below is a cluster of 8 separate species, C39H38O23 in total at a distorted geometry, with properties calculated with the ωB97M-V functional and the def2-TZVPD basis.

Geometry as ORCA input:
```
! RIJCOSX wB97M-V def2-TZVPD def2/J DEFGRID3
* xyz 0 1
O 1.08953 -4.98497 -1.28277
C 1.08621 -4.73405 -0.05120
C 0.14970 -5.43493 0.87652
C 0.12970 -4.96911 2.30951
O -0.16877 -5.94697 3.35845
C 0.84492 -3.72982 2.75259
O 0.50858 -3.08108 3.72788
C 1.86677 -3.16010 1.85366
C 1.91721 -3.66307 0.39110
O 2.87023 -3.21243 -0.49837
H -0.25276 -6.48163 0.74288
H -0.72225 -6.64929 2.78812
H 2.36615 -2.23713 1.94613
H 2.94977 -3.77296 -1.05898
O -3.52802 -2.57891 4.04827
C -3.48712 -3.10002 2.96609
C -3.82042 -4.44399 2.66521
C -3.78608 -5.13073 1.23227
O -4.28792 -6.40028 0.89545
C -3.10105 -4.31701 0.17151
O -3.07168 -4.74018 -0.98036
C -2.85477 -2.95418 0.47240
C -2.98322 -2.34193 1.90149
O -2.63045 -1.01193 2.18426
H -4.16746 -5.06817 3.38061
H -4.72951 -7.00103 1.56773
H -2.48097 -2.28665 -0.30682
H -2.66166 -1.07430 3.16868
O 2.39612 4.33544 3.82759
C 1.26534 4.29531 3.51782
C 0.35483 5.33445 3.32725
C -1.10237 5.24776 3.07266
O -1.88797 6.30940 2.68072
C -1.78018 3.94349 3.09434
O -2.97239 3.90712 2.80184
C -0.87157 2.79408 3.04071
C 0.67295 3.01271 3.27282
O 1.47460 1.91087 3.37016
H 0.84750 6.28399 3.34687
H -2.77829 5.98409 2.37269
H -1.33222 1.87256 2.93370
H 2.24051 2.19924 3.52741
O -2.74691 5.58957 -1.78219
C -1.67100 5.82823 -1.36492
C -0.76203 4.78500 -0.78987
C 0.67557 5.07762 -0.37233
O 1.65460 4.17919 -0.28417
C 1.16543 6.52663 -0.35335
O 2.23935 6.70995 0.14690
C 0.29226 7.53328 -0.80113
C -1.12793 7.17215 -1.34461
O -1.94525 8.09260 -1.82069
H -1.13215 3.88002 -0.76144
H 1.31193 3.39529 -0.21295
H 0.39357 8.58633 -0.90910
H -2.38751 7.72021 -2.58645
O -2.54159 -3.16769 -3.80090
C -1.30389 -2.76585 -3.77004
C -0.33068 -3.65723 -4.23765
C 1.11010 -3.09580 -4.35237
O 2.09236 -3.65918 -5.22732
C 1.54839 -1.85853 -3.51597
O 2.65394 -1.54743 -3.30237
C 0.40669 -0.93620 -3.19563
C -1.00371 -1.39588 -3.41839
O -2.04356 -0.61177 -2.93237
H -0.63105 -4.63720 -4.69533
H 1.58940 -4.45754 -5.42219
H 0.64762 -0.09461 -2.74066
H -3.05647 -1.13179 -2.94865
C 7.74687 -2.20271 -1.91413
C 7.31273 -1.31746 -0.86291
C 5.83180 -1.00140 -0.86753
O 8.06353 -0.74762 -0.07018
H 7.33927 -1.76973 -2.75856
H 7.59533 -3.30681 -1.63464
H 8.77457 -2.50465 -1.96517
H 5.30378 -1.92753 -0.81585
H 5.55679 -0.25455 -1.75848
H 5.76298 -0.29191 -0.06542
C 0.23306 -0.68391 0.38077
C 1.04754 0.50247 0.01084
C 2.54327 0.56579 0.20852
O 0.48067 1.56048 -0.39548
H 0.72462 -1.50907 -0.15424
H -0.83926 -0.54738 0.15857
H 0.38929 -0.81550 1.39185
H 2.83150 -0.58958 0.54814
H 2.90186 1.22099 0.83114
H 3.07209 0.66936 -0.66410
C -4.82939 2.16887 -2.05439
C -4.34602 2.49738 -0.56347
C -3.33111 1.53404 0.08239
O -4.65179 3.55592 0.12080
H -4.01163 2.17370 -2.56215
H -5.69772 2.83221 -2.26918
H -5.19301 1.14307 -2.01119
H -3.19429 0.57003 -0.28022
H -3.61084 1.41345 1.17333
H -2.47548 2.07898 0.14820
*
```

* energy above the lowest of the compared OMol25 structures with the same formula, charge and spin: 276.1 kJ/mol
* HOMO energy: -8.511 eV
* LUMO: -2.82 eV